Record 1
The following is a DFT calculation (ωB97M-V/def2-TZVPD) of C4H7NO in the gas phase.

Atoms and positions in Å:
C1 0.73 0.56 1.42
N1 -0.33 -0.83 1.33
C2 0.58 -0.56 0.35
C3 0.12 -0.06 -1.01
C4 -1.26 -0.27 -1.44
O1 -0.81 1.00 -1.00
H1 0.48 1.52 0.95
H2 1.67 0.49 1.95
H3 -0.12 0.40 2.17
H4 1.49 -1.17 0.28
H5 0.90 0.03 -1.77
H6 -1.50 -0.35 -2.50
H7 -1.94 -0.78 -0.74

Results
HOMO level   -0.314 Eh
F_max   0.415 eV Å⁻¹
Frontier orbital gap   9.5204 eV
Charge   0
LUMO energy   0.967 eV

Atom charges from the Löwdin analysis, given in e for atoms 1 to 8:
1 C -0.074
2 N 0.090
3 C -0.420
4 C -0.272
5 C -0.110
6 O -0.046
7 H 0.112
8 H 0.105

=====

Record 2
The following is a DFT calculation (ωB97M-V/def2-TZVPD) of a 2-piece molecular cluster, C9H14O overall.

Atoms and positions in Å:
C1 1.41 2.59 1.42
C2 1.15 1.12 1.47
C3 -0.11 0.64 1.78
C4 -0.55 -0.62 1.38
C5 0.39 -1.49 0.83
O1 0.10 -2.83 0.68
C6 1.72 -1.07 0.56
C7 2.10 0.21 0.91
H1 0.46 3.10 1.50
H2 1.98 2.86 0.53
H3 2.02 3.05 2.22
H4 -0.87 1.35 2.13
H5 -1.59 -0.90 1.46
H6 -0.58 -3.00 1.33
H7 2.41 -1.81 0.21
H8 3.13 0.53 0.73
C8 -1.40 0.24 -2.06
C9 -1.80 -1.07 -2.75
H9 -0.46 0.57 -2.48
H10 -2.23 0.94 -2.10
H11 -1.43 -0.04 -0.96
H12 -2.32 -1.02 -3.73
H13 -0.97 -1.74 -2.92
H14 -2.55 -1.59 -2.16

Results
HOMO level   -0.305 Eh
F_max   2.352 eV Å⁻¹
Frontier orbital gap   9.1975 eV
SMILES string   Cc1ccc(O)cc1.CC
Charge   0
LUMO energy   0.887 eV

Atom charges from the Löwdin analysis, given in e for atoms 1 to 8:
1 C -0.065
2 C -0.281
3 C -0.060
4 C -0.056
5 C -0.316
6 O 0.031
7 C -0.008
8 C -0.038

=====

Record 3
The following is a DFT calculation (ωB97M-V/def2-TZVPD) of a 2-piece molecular cluster, C4H9NO4 overall.

Atoms and positions in Å:
C1 1.96 -0.93 -0.95
C2 0.68 -0.42 -0.32
N1 0.97 0.38 0.88
C3 -0.04 1.08 1.41
O1 -1.20 0.83 1.10
C4 -0.04 0.49 -1.31
O2 0.37 1.54 -1.69
O3 -1.20 -0.02 -1.83
H1 2.81 -0.25 -1.00
H2 1.71 -1.33 -1.92
H3 2.39 -1.79 -0.43
H4 0.04 -1.25 -0.04
H5 1.94 0.62 1.00
H6 0.11 1.85 2.17
H7 -1.78 -0.22 -1.08
O4 -1.58 -2.21 2.12
H8 -1.90 -1.30 2.08
H9 -0.62 -2.14 2.19

Results
HOMO level   -0.387 Eh
F_max   1.441 eV Å⁻¹
Frontier orbital gap   11.0638 eV
SMILES string   C[C@@H](NC=O)C(=O)O.O
Charge   0
LUMO energy   0.539 eV

Atom charges from the Löwdin analysis, given in e for atoms 1 to 8:
1 C -0.030
2 C -0.282
3 N 0.083
4 C -0.312
5 O 0.007
6 C -0.503
7 O 0.154
8 O 0.095

=====

Record 4
The following is a DFT calculation (ωB97M-V/def2-TZVPD) of C5H10O2S in the gas phase.

Atoms and positions in Å:
C1 1.38 0.52 0.83
C2 0.59 1.61 -0.20
O1 0.49 1.34 -1.58
C3 0.13 0.02 -1.84
S1 -1.70 -0.59 -1.47
C4 -1.60 -0.62 0.35
C5 -0.41 -1.36 0.97
O2 0.89 -0.84 0.89
H1 1.25 1.05 1.87
H2 2.52 0.41 0.61
H3 -0.47 1.79 0.10
H4 1.12 2.53 -0.20
H5 0.19 -0.32 -2.86
H6 0.75 -0.86 -1.41
H7 -1.94 0.44 0.78
H8 -2.37 -1.35 0.78
H9 -0.27 -2.22 0.37
H10 -0.57 -1.56 2.01

Results
HOMO level   -0.324 Eh
F_max   2.967 eV Å⁻¹
Frontier orbital gap   9.6417 eV
SMILES string   C1COCSCCO1
Charge   0
LUMO energy   0.829 eV

Atom charges from the Löwdin analysis, given in e for atoms 1 to 8:
1 C -0.107
2 C -0.157
3 O -0.165
4 C -0.426
5 S 0.820
6 C -0.524
7 C -0.280
8 O -0.223

=====

Q: Which of these has the highest LUMO energy?
A: C4H7NO

=====

Q: Number 4 is which compound?
A: C5H10O2S

=====

Copy entry 1 word for word.
The following is a DFT calculation (ωB97M-V/def2-TZVPD) of C4H7NO in the gas phase.

Atoms and positions in Å:
C1 0.73 0.56 1.42
N1 -0.33 -0.83 1.33
C2 0.58 -0.56 0.35
C3 0.12 -0.06 -1.01
C4 -1.26 -0.27 -1.44
O1 -0.81 1.00 -1.00
H1 0.48 1.52 0.95
H2 1.67 0.49 1.95
H3 -0.12 0.40 2.17
H4 1.49 -1.17 0.28
H5 0.90 0.03 -1.77
H6 -1.50 -0.35 -2.50
H7 -1.94 -0.78 -0.74

Results
HOMO level   -0.314 Eh
F_max   0.415 eV Å⁻¹
Frontier orbital gap   9.5204 eV
Charge   0
LUMO energy   0.967 eV

Atom charges from the Löwdin analysis, given in e for atoms 1 to 8:
1 C -0.074
2 N 0.090
3 C -0.420
4 C -0.272
5 C -0.110
6 O -0.046
7 H 0.112
8 H 0.105